# 1
A 2-piece molecular cluster, C6H5Cl2N2O2 overall in a non-equilibrium geometry. Source: the Open Molecules 2025 dataset; level of theory: ωB97M-V/def2-TZVPD.

CARTESIAN COORDINATES (ANGSTROEM)
C1 -2.61760 0.01278 1.66308
C2 -1.52794 0.59635 2.28024
C3 -0.70203 -0.49390 0.48395
C4 2.64363 0.78340 -2.26799
C5 1.10722 -0.78666 -1.27265
C6 1.53135 0.47036 -1.18908
N1 -0.38172 0.28041 1.54208
N2 -2.02318 -0.62425 0.49432
O1 2.88113 1.82053 -2.73606
O2 1.24254 -2.02825 -1.51373
Cl1 -1.35716 1.47496 3.72153
Cl2 0.96293 1.84055 -0.40565
H1 -3.69968 0.16983 1.85866
H2 3.28028 -0.05402 -2.55225
H3 0.56658 0.37097 1.92323
H4 -2.43117 -1.40925 -0.00747
H5 0.52484 -2.42380 -2.02220

Values from the calculation:
**Charge**: +1
**Spin multiplicity**: 1
**Energy above the lowest of the compared OMol25 structures with the same formula, charge and spin**: 0.0000 eV
**DFT total energy**: -1411.5889 a.u.
**E_LUMO**: -5.19 eV
**HOMO-LUMO gap**: 7.849 eV

---

# 2
C6H5ClN2 in the gas phase in a non-equilibrium geometry. Source: the Open Molecules 2025 dataset; level of theory: ωB97M-V/def2-TZVPD.

CARTESIAN COORDINATES (ANGSTROEM)
Cl1 -0.98000 3.08439 -2.99837
C1 -0.66165 2.11810 -1.72955
N1 -0.88173 0.84820 -1.96774
C2 -1.08753 -0.11929 -0.80000
C3 -0.27168 -1.39555 -0.58435
C4 -0.03970 -0.28469 0.30375
C5 0.75972 0.74343 0.73439
C6 0.67426 2.09149 0.26387
N2 0.05513 2.60235 -0.71740
H1 -2.21044 -0.17461 -0.89489
H2 -0.89846 -2.25963 -0.18579
H3 0.54578 -1.78915 -1.20446
H4 1.47634 0.32136 1.40862
H5 1.43726 2.81442 0.59668

Values from the calculation:
**Spin multiplicity**: 1
**Energy above the lowest of the compared OMol25 structures with the same formula, charge and spin**: 4.0784 eV
**DFT total energy**: -801.1605 a.u.
**E_LUMO**: -1.07 eV
**SMILES string**: ClC1=N[C@H]2CC2=CC=N1
**HOMO-LUMO gap**: 7.674 eV

---

# 3
C6H5F in the gas phase in a non-equilibrium geometry. Source: the Open Molecules 2025 dataset; level of theory: ωB97M-V/def2-TZVPD.

CARTESIAN COORDINATES (ANGSTROEM)
F1 0.45425 -2.28032 0.74973
C1 -0.02425 -1.12018 0.23501
C2 -1.00668 -1.15804 -0.79410
C3 -1.49193 0.11956 -1.13039
C4 -0.98387 1.27242 -0.55603
C5 -0.00532 1.26767 0.33894
C6 0.37460 0.05952 0.77532
H1 -1.32427 -2.04953 -1.33670
H2 -2.24433 0.21709 -1.90339
H3 -1.30589 2.30846 -0.84821
H4 0.42340 2.13666 0.71964
H5 1.08055 0.08709 1.65795

Values from the calculation:
**Spin multiplicity**: 1
**Energy above the lowest of the compared OMol25 structures with the same formula, charge and spin**: 0.0000 eV
**DFT total energy**: -331.4748 a.u.
**E_LUMO**: 1.07 eV
**SMILES string**: Fc1ccccc1
**HOMO-LUMO gap**: 10.447 eV

---

# 4
C6H5FLuNO3P as an isolated structure in a non-equilibrium geometry. Source: the Open Molecules 2025 dataset; level of theory: ωB97M-V/def2-TZVPD.

CARTESIAN COORDINATES (ANGSTROEM)
N1 -2.52675 -1.06735 0.70517
P1 -0.82154 -1.47703 0.94296
O1 -0.57368 -2.97333 0.07554
C1 0.13262 -0.03886 0.19808
C2 -0.19486 0.42954 -1.12165
F1 -1.19611 -0.20918 -1.87383
C3 0.58221 1.69650 -1.77137
O2 0.26918 2.02645 -2.93958
C4 1.65710 2.45023 -0.87173
C5 2.04370 2.02019 0.44546
C6 1.29010 0.71236 1.01454
O3 1.62741 0.31005 2.16548
H1 -2.57641 -0.13550 0.23749
H2 -2.93313 -0.91017 1.64520
H3 -1.06274 -3.67834 0.59149
H4 2.13417 3.39059 -1.34238
H5 2.84591 2.58084 1.04236
Lu1 -0.69717 -5.12700 0.85677

Values from the calculation:
**Charge**: +3
**Spin multiplicity**: 1
**DFT total energy**: -2187.2385 a.u.
**E_LUMO**: -16.62 eV
**HOMO-LUMO gap**: 2.928 eV

---

# 5
C6H5GaN2O6 as an isolated structure in a non-equilibrium geometry. Source: the Open Molecules 2025 dataset; level of theory: ωB97M-V/def2-TZVPD.

CARTESIAN COORDINATES (ANGSTROEM)
O1 0.09840 -1.79532 -2.97602
C1 -0.30311 -1.29915 -2.02139
Ga1 -1.18441 -0.29222 -0.36603
O2 0.97483 2.35958 -0.96240
C2 0.08600 1.62741 -0.98489
C3 -1.92446 0.77353 1.27565
O3 -2.43684 1.37675 2.11907
C4 -2.53440 -1.83032 0.00640
O4 -3.41331 -1.73381 0.81546
C5 -2.81370 0.62449 -1.74778
O5 -3.65403 1.01020 -2.41274
H1 -2.26382 -2.62916 -0.77705
N1 3.02507 0.25397 -0.02156
C6 2.02204 0.11480 0.85721
N2 2.20195 0.44247 2.13751
O6 0.86703 -0.28981 0.50499
H2 3.97629 0.31169 0.28604
H3 2.82109 0.07823 -0.98991
H4 1.35538 0.37373 2.68349
H5 3.10001 0.52295 2.57395

Values from the calculation:
**Charge**: +2
**Spin multiplicity**: 1
**Energy above the lowest of the compared OMol25 structures with the same formula, charge and spin**: 0.0000 eV
**DFT total energy**: -2716.6896 a.u.
**E_LUMO**: -8.88 eV
**HOMO-LUMO gap**: 7.864 eV

---

# 6
C6H5HfO6 as an isolated structure in a non-equilibrium geometry. Source: the Open Molecules 2025 dataset; level of theory: ωB97M-V/def2-TZVPD.

CARTESIAN COORDINATES (ANGSTROEM)
O1 0.18763 0.38308 -2.33810
C1 -0.93692 0.88952 -1.69524
Hf1 0.78117 0.18944 -0.26230
O2 2.85928 -0.10035 -2.84981
C2 2.26827 0.00091 -1.85645
C3 -1.64786 -0.24477 -1.09205
O3 -2.79589 -0.63144 -1.19611
C4 -0.55466 -1.51738 -0.60461
O4 -0.82787 -2.62919 -0.96289
C5 -0.30284 2.04948 -0.79826
O5 -0.57250 3.20634 -0.91837
H1 -1.85630 1.10889 -2.34628
C6 0.47458 -0.79859 2.94920
O6 0.77486 0.22121 1.96485
H2 1.08263 -1.67242 2.70794
H3 -0.58509 -1.05991 2.87189
H4 0.70538 -0.44763 3.96435
H5 0.94610 1.05282 2.46225

Values from the calculation:
**Charge**: +3
**Spin multiplicity**: 1
**Energy above the lowest of the compared OMol25 structures with the same formula, charge and spin**: 0.7187 eV
**DFT total energy**: -729.5621 a.u.
**E_LUMO (alpha / beta)**: -17.42 / -17.42 eV
**HOMO-LUMO gap (alpha / beta)**: 5.355 / 5.360 eV

---

# 7
A 2-piece molecular cluster, C6H5IN2 overall in a non-equilibrium geometry. Source: the Open Molecules 2025 dataset; level of theory: ωB97M-V/def2-TZVPD.

CARTESIAN COORDINATES (ANGSTROEM)
C1 -0.25109 3.36636 -0.26626
C2 -0.13216 2.41028 0.44596
C3 -0.95765 -1.99176 -0.88531
C4 0.26852 -1.39445 -0.89736
C5 -0.75402 -1.04889 1.02346
C6 1.48660 -0.24146 0.95901
N1 -1.58709 -1.76382 0.35493
N2 0.43870 -0.75397 0.35710
I1 3.21082 0.15100 -0.23463
H1 -0.01985 4.16901 -0.89336
H2 -1.38746 -2.52554 -1.60585
H3 1.04897 -1.40651 -1.53811
H4 -0.95780 -0.65658 2.02986
H5 -0.40646 1.68632 1.15056

Values from the calculation:
**Spin multiplicity**: 3
**Energy above the lowest of the compared OMol25 structures with the same formula, charge and spin**: 2.3686 eV
**DFT total energy**: -638.5807 a.u.
**E_LUMO (alpha / beta)**: 0.04 / -2.34 eV
**HOMO-LUMO gap (alpha / beta)**: 7.537 / 7.158 eV

---

# 8
C6H5N in the gas phase in a non-equilibrium geometry. Source: the Open Molecules 2025 dataset; level of theory: ωB97M-V/def2-TZVPD.

CARTESIAN COORDINATES (ANGSTROEM)
C1 -2.06625 -0.53432 -0.11307
C2 -1.60075 0.74128 0.01543
C3 -0.94654 -1.39103 0.02935
C4 0.21610 -0.61093 -0.00649
C5 2.61907 0.16979 -0.02224
C6 1.72378 -0.76269 0.05152
N1 -0.20151 0.74247 -0.05539
H1 -3.05208 -0.64160 0.20481
H2 -2.26164 1.54356 -0.04806
H3 3.11064 1.02623 -0.24028
H4 2.01646 -1.77209 0.27702
H5 0.44271 1.48933 -0.09261

Values from the calculation:
**Spin multiplicity**: 1
**Energy above the lowest of the compared OMol25 structures with the same formula, charge and spin**: 5.3451 eV
**DFT total energy**: -286.1467 a.u.
**E_LUMO (alpha / beta)**: -0.03 / -0.77 eV
**HOMO-LUMO gap (alpha / beta)**: 8.167 / 7.489 eV

---

# 9
C6H5N in the gas phase in a non-equilibrium geometry. Source: the Open Molecules 2025 dataset; level of theory: ωB97M-V/def2-TZVPD.

CARTESIAN COORDINATES (ANGSTROEM)
C1 0.73725 -1.19254 -0.01287
C2 -0.56663 -0.41157 0.04877
C3 -0.77258 0.96772 -0.01857
C4 -2.16124 1.37695 0.00100
C5 -2.94216 0.27173 0.00422
N1 -3.11844 -1.00586 -0.01002
C6 -1.78655 -1.17691 0.04691
H1 1.37921 -1.15377 0.87094
H2 0.44174 -2.17024 -0.26915
H3 1.26546 -0.64950 -0.68778
H4 0.12713 1.58963 -0.08284
H5 -2.45365 2.32800 -0.09229

Values from the calculation:
**Spin multiplicity**: 1
**Energy above the lowest of the compared OMol25 structures with the same formula, charge and spin**: 4.2878 eV
**DFT total energy**: -286.1856 a.u.
**E_LUMO (alpha / beta)**: 0.30 / 0.27 eV
**SMILES string**: Cc1ccc2nc1-2
**HOMO-LUMO gap (alpha / beta)**: 8.188 / 8.105 eV

---

# 10
An isolated ion of composition C6H5N2 and charge +1 in a non-equilibrium geometry. Source: the Open Molecules 2025 dataset; level of theory: ωB97M-V/def2-TZVPD.

CARTESIAN COORDINATES (ANGSTROEM)
C1 -2.05263 0.12386 -0.89428
N1 -2.53553 0.24187 0.27797
C2 -1.16028 -0.19057 0.21114
C3 0.21670 -0.54275 0.67212
C4 1.19647 -0.79057 -0.42795
C5 1.62480 0.58498 -0.43231
N2 1.02789 1.64924 -0.19535
C6 0.40052 1.02598 0.84132
H1 -2.09282 0.18986 -1.95129
H2 0.35277 -1.13135 1.56829
H3 0.77279 -1.07000 -1.41577
H4 2.03060 -1.47532 -0.11423
H5 0.21873 1.38477 1.86035

Values from the calculation:
**Charge**: +1
**Spin multiplicity**: 1
**Energy above the lowest of the compared OMol25 structures with the same formula, charge and spin**: 7.1615 eV
**DFT total energy**: -340.5661 a.u.
**E_LUMO (alpha / beta)**: -5.71 / -5.37 eV
**SMILES string**: C1=[N+]=C1[C@H]1CC2=N[C@H]21
**HOMO-LUMO gap (alpha / beta)**: 7.545 / 7.629 eV